This record from OMol25 describes one molecule with the formula C5H7NO. The level of theory is wB97M-V/def2-TZVPD.

Summary:
E_LUMO (spin up / spin down) ... 0.016 / 0.029 hartree
Frontier orbital gap (spin up / spin down) ... 7.48 / 8.16 eV
Total charge ... 0

Each line ends with the Löwdin charge.
Atoms and positions in Å:
O (0.95228, 1.44486, 0.66345)  -0.08
N (-1.55420, 0.10500, -0.02284)  -0.03
H (0.78483, 1.73519, -1.52771)  0.14
H (-1.76457, -1.93076, 0.01506)  0.06
H (-2.06869, 0.98944, -0.10211)  0.17
C (0.79344, 0.98072, -0.73821)  -0.21
H (2.86014, 0.28744, -0.24022)  0.11
H (0.92873, -0.48274, 1.72022)  0.14
H (1.83913, -1.01070, -1.05170)  0.11
H (-3.07415, -0.95094, 0.96793)  0.06
C (0.87954, -0.03954, 0.72334)  -0.21
C (-0.24593, -0.02957, -0.30432)  -0.20
C (-2.19337, -0.99848, 0.34680)  0.00
C (1.86282, -0.09991, -0.44969)  -0.06


This record from OMol25 describes C5H7NO as an isolated structure. The level of theory is wB97M-V/def2-TZVPD.

Summary:
E_LUMO ... -0.030 hartree
Frontier orbital gap ... 8.17 eV
Total charge ... 0

Each line ends with the Löwdin charge.
Atoms and positions in Å:
N (-1.32101, -0.58908, 0.98987)  -0.05
H (-0.68968, 0.33638, -2.14109)  0.03
C (-0.62330, -0.43532, -1.36591)  0.22
C (1.61692, 0.59096, -0.68542)  -0.21
H (0.61810, -0.73654, 1.78888)  0.12
H (-0.39680, 1.27447, 1.32057)  0.13
H (-1.52365, 1.40507, -0.05040)  0.12
O (2.69209, 0.19795, -0.30264)  0.07
H (-1.71875, -1.02005, 0.14018)  0.06
H (0.25220, -2.09532, 0.66428)  0.12
C (-0.84788, 0.72699, 0.48154)  -0.13
C (0.09970, -1.03604, 0.87324)  -0.15
H (1.53007, 1.43256, -1.40788)  0.13
C (0.31199, -0.05203, -0.30522)  -0.46


This record from OMol25 describes one molecule with the formula C5H7NO. The level of theory is wB97M-V/def2-TZVPD.

Summary:
E_LUMO ... 0.034 hartree
Frontier orbital gap ... 9.57 eV
Total charge ... 0

Each line ends with the Löwdin charge.
Atoms and positions in Å:
C (-0.44311, 0.18053, -0.31810)  -0.28
C (1.75989, 0.45805, 0.30155)  -0.11
H (-0.47830, 0.43788, -1.39214)  0.16
H (-2.50449, -0.42564, -0.46472)  0.08
C (-1.87649, 0.18565, 0.19065)  -0.05
N (1.61543, -0.86315, -0.15793)  0.09
C (0.58707, 1.09406, 0.29602)  -0.06
H (0.41112, 2.11836, 0.59771)  0.10
H (-1.96800, -0.19859, 1.21036)  0.09
H (-2.26606, 1.20974, 0.17134)  0.08
C (0.27654, -1.17282, -0.34287)  -0.44
H (2.33260, -1.57026, -0.14324)  0.15
H (2.74070, 0.82192, 0.58314)  0.11
O (-0.18688, -2.27575, -0.53176)  0.08